{"formula": "C35H25F10N3PZn", "method": "ωB97M-V/def2-TZVPD", "homo_lumo_gap_ev": 4.8, "charge": -1, "total_energy_ha": -4632.2033, "homo_energy_ev": -2.774, "species": ["Zn", "C", "N", "C", "C", "N", "C", "C", "F", "C", "F", "C", "F", "C", "F", "C", "F", "C", "C", "N", "C", "C", "F", "C", "F", "C", "F", "C", "F", "C", "F", "H", "H", "H", "H", "H", "H", "H", "H", "H", "H", "H", "C", "C", "C", "C", "C", "C", "P", "C", "C", "C", "C", "C", "C", "C", "C", "C", "C", "C", "C", "H", "H", "H", "H", "H", "H", "H", "H", "H", "H", "H", "H", "H", "H"], "coordinates": [[0.5112, 0.8270, 1.6799], [2.7561, -0.9449, 2.3990], [1.3500, -1.1889, 2.0864], [1.2096, -2.2071, 1.0351], [1.5369, -1.7752, -0.3918], [0.7127, 0.6157, -1.0557], [1.2069, 0.7607, -2.4535], [2.6975, 0.4323, -2.5266], [3.1205, -2.0287, -2.7489], [3.7172, 1.4763, -2.7880], [4.9322, 0.9738, -3.2936], [3.2521, 2.7161, -3.3502], [3.9716, 3.8547, -2.9815], [1.8801, 2.8667, -3.4999], [1.4487, 4.0881, -3.9115], [0.9153, 1.9180, -3.2669], [-0.3779, 2.1684, -3.6909], [0.5834, -1.5580, 3.2799], [0.4131, -0.3924, 4.2390], [-0.1040, 0.7439, 3.4971], [-0.5657, 1.8385, 4.1668], [-1.2124, 2.8466, 3.4228], [-1.3196, 2.6782, 2.0888], [-1.7537, 3.9862, 3.9712], [-2.3565, 4.8849, 3.1881], [-1.6850, 4.1979, 5.3402], [-2.1987, 5.3072, 5.8930], [-1.0614, 3.2411, 6.1142], [-0.9639, 3.4211, 7.4382], [-0.5212, 2.0971, 5.5463], [0.0814, 1.2419, 6.4051], [3.2292, -1.8529, 2.7969], [2.8440, -0.1489, 3.1389], [3.2775, -0.6195, 1.5019], [0.1846, -2.5647, 1.1048], [1.8587, -3.0611, 1.2899], [1.6365, -2.6960, -0.9705], [2.5276, -1.3206, -0.4287], [1.0367, -2.4175, 3.7965], [-0.4081, -1.8590, 2.9344], [1.3517, -0.1724, 4.7619], [-0.2890, -0.7285, 5.0099], [-2.4314, -5.0865, -2.8364], [-1.3776, -5.0917, -1.9347], [-1.0202, -3.9280, -1.2732], [-1.6937, -2.7243, -1.5033], [-2.7534, -2.7394, -2.4120], [-3.1202, -3.9064, -3.0673], [-1.1804, -1.2074, -0.5956], [-2.3001, 0.0697, -1.2452], [-2.3431, 0.5359, -2.5578], [-3.2369, 1.5263, -2.9283], [-4.1081, 2.0638, -1.9911], [-4.0767, 1.6126, -0.6812], [-3.1735, 0.6265, -0.3135], [0.5615, -0.8642, -1.1765], [0.9042, -0.7817, -2.6905], [2.3741, -0.9122, -3.1214], [3.5180, 0.9055, -1.3712], [2.7793, 1.4296, -0.1938], [1.4863, 1.1477, 0.0246], [-2.7151, -5.9955, -3.3509], [-0.8299, -6.0058, -1.7423], [-0.1994, -3.9699, -0.5712], [-3.3098, -1.8334, -2.6041], [-3.9473, -3.8865, -3.7656], [-1.6571, 0.1486, -3.2973], [-3.2238, 1.9022, -3.9421], [-4.7934, 2.8512, -2.2783], [-4.7400, 2.0389, 0.0605], [-3.1386, 0.2883, 0.7163], [0.1640, -1.1695, -3.3858], [2.4247, -0.8569, -4.2120], [4.3670, 0.2726, -1.1206], [3.3647, 1.8939, 0.5936]], "forces_ev_per_a": [[0.4, 0.2, -0.1], [0.0, 0.0, 0.0], [-0.1, 0.0, 0.0], [0.1, -0.1, 0.2], [0.1, 0.0, 0.0], [0.1, 0.1, 0.1], [0.1, -0.3, 0.0], [0.0, 0.0, 0.1], [0.0, 0.0, 0.1], [-0.2, 0.1, 0.0], [0.0, 0.0, 0.0], [0.2, -0.2, 0.0], [0.0, 0.1, 0.1], [-0.3, 0.0, 0.0], [0.0, 0.0, 0.0], [0.1, 0.5, 0.0], [0.0, -0.1, 0.0], [0.0, -0.1, 0.0], [-0.1, -0.1, 0.1], [0.1, 0.2, 0.1], [-0.2, -0.1, -0.1], [0.0, 0.1, 0.0], [0.0, 0.0, 0.0], [0.0, 0.0, 0.0], [0.0, 0.0, 0.0], [0.0, 0.0, 0.0], [0.0, 0.0, 0.0], [0.0, 0.0, -0.1], [0.0, 0.0, 0.0], [0.0, 0.1, 0.1], [0.0, 0.0, -0.1], [0.0, 0.0, 0.0], [0.0, 0.0, 0.0], [0.0, 0.0, 0.0], [0.0, -0.1, -0.1], [0.0, 0.0, 0.0], [0.0, 0.0, 0.0], [0.0, 0.0, 0.0], [0.0, 0.0, 0.0], [0.0, 0.0, 0.0], [0.0, 0.0, -0.1], [0.0, 0.1, 0.0], [0.0, 0.0, 0.0], [0.0, 0.0, 0.0], [0.0, 0.0, 0.0], [0.1, 0.1, -0.1], [0.0, 0.0, 0.1], [0.0, 0.0, 0.0], [-0.3, -0.2, 0.2], [0.1, 0.1, -0.1], [0.0, -0.1, 0.0], [0.0, 0.0, 0.0], [0.0, 0.0, 0.0], [0.0, 0.0, 0.0], [0.0, 0.0, 0.1], [0.0, 0.0, -0.1], [-0.1, 0.1, -0.1], [0.1, 0.0, -0.1], [0.2, 0.0, -0.1], [0.1, 0.1, 0.2], [-0.4, 0.0, -0.2], [0.0, 0.0, 0.0], [0.0, 0.0, 0.0], [0.0, 0.0, 0.1], [0.0, 0.0, 0.0], [0.0, 0.0, 0.0], [0.0, 0.0, 0.0], [0.0, 0.0, 0.0], [0.0, 0.0, 0.0], [0.0, 0.0, 0.0], [0.0, 0.0, 0.0], [0.0, 0.0, 0.0], [0.0, 0.0, 0.0], [0.0, 0.0, 0.1], [0.0, 0.0, 0.0]]}

---

{"formula": "C2H6N3O2", "method": "ωB97M-V/def2-TZVPD", "homo_lumo_gap_ev": 9.4, "charge": 1, "e_above_lowest_kj_mol": 2.6, "total_energy_ha": -394.2804, "homo_energy_ev": -14.180, "species": ["N", "C", "N", "C", "O", "N", "O", "H", "H", "H", "H", "H", "H"], "coordinates": [[1.3157, -0.7475, -0.8929], [0.6748, -0.4476, 0.2117], [1.0430, -0.8349, 1.4002], [-0.5893, 0.4109, 0.2689], [-1.0050, 0.7441, 1.3621], [-1.1684, 0.7634, -0.8774], [-2.3148, 1.5224, -0.8467], [1.0379, -0.4027, -1.7986], [2.1580, -1.3101, -0.8663], [0.4630, -0.5009, 2.1739], [1.8589, -1.3981, 1.5961], [-0.9663, 0.4709, -1.8216], [-2.5075, 1.7302, 0.0904]], "forces_ev_per_a": [[0.2, -0.1, -0.1], [-0.1, 0.0, 0.3], [-0.1, 0.0, 0.1], [-0.2, 0.2, -0.3], [0.0, 0.0, 0.0], [-0.1, 0.1, 0.2], [-0.1, 0.0, -0.1], [0.0, 0.0, 0.1], [-0.1, 0.1, -0.1], [0.1, -0.1, -0.2], [0.0, 0.0, -0.1], [0.0, 0.0, 0.2], [0.3, -0.2, -0.1]]}

---

{"formula": "C5H18NO5", "method": "ωB97M-V/def2-TZVPD", "homo_lumo_gap_ev": 11.9, "charge": 1, "e_above_lowest_kj_mol": 0.0, "total_energy_ha": -632.0585, "homo_energy_ev": -14.637, "species": ["O", "C", "O", "C", "C", "C", "C", "N", "H", "H", "H", "H", "H", "H", "H", "H", "H", "H", "H", "H", "H", "H", "O", "H", "H", "O", "H", "H", "O"], "coordinates": [[3.6563, 0.2436, 0.3421], [2.7130, 0.8898, 0.0045], [2.8083, 2.1880, -0.3141], [1.3180, 0.2699, -0.0470], [0.4549, 0.7440, -1.2403], [-0.9505, 1.2444, -0.8308], [-0.9924, 2.7015, -0.4759], [1.4966, -1.2001, -0.0348], [1.9296, 2.5858, -0.4123], [0.7055, 0.5094, 0.8256], [0.2415, -0.1411, -1.8509], [0.9103, 1.4778, -1.8992], [-1.6746, 1.0918, -1.6329], [-1.2818, 0.6045, -0.0103], [-1.9371, 3.2279, -0.6227], [-0.4231, 3.3246, -1.1882], [-0.5858, 3.0081, 0.4922], [1.3791, -1.6740, -0.9335], [0.7559, -1.6408, 0.5923], [2.4537, -1.4188, 0.2745], [-1.4214, -1.5724, 1.6310], [-1.1382, -2.3771, 0.2900], [-0.7378, -2.0600, 1.1319], [-1.6230, -3.1141, -2.0648], [-1.2953, -4.1813, -0.9269], [-1.0676, -3.3208, -1.3032], [-2.6896, -0.3681, 3.5378], [-1.1330, -0.4666, 3.6424], [-1.8714, -0.5760, 3.0235]], "forces_ev_per_a": [[0.4, -0.3, -0.1], [-0.3, 0.7, 0.3], [-0.2, -0.4, 0.3], [-0.7, 0.6, -1.0], [-1.2, -0.8, -0.3], [0.0, -0.2, 0.1], [0.6, 2.0, -0.3], [0.0, -0.9, 0.4], [0.1, 0.1, -0.1], [0.6, 0.1, 0.4], [0.4, 0.1, -0.2], [0.4, 0.0, 0.1], [0.3, -0.2, -0.2], [-0.2, 0.1, 0.1], [-0.4, -0.7, 0.5], [0.4, -0.5, -0.1], [-0.2, -0.4, 0.2], [0.0, 0.4, -0.2], [0.1, 0.2, -0.1], [0.0, 0.2, 0.2], [0.2, -0.1, 0.2], [0.2, 0.1, 0.5], [-0.2, -0.1, -0.7], [-0.1, -0.5, 0.2], [-0.2, 0.1, -0.5], [0.3, 0.4, 0.3], [1.0, -0.3, -0.6], [-0.4, -0.1, -0.1], [-0.8, 0.5, 0.8]]}

---

{"formula": "C36H33BFeN9P2", "method": "ωB97M-V/def2-TZVPD", "homo_lumo_gap_ev": [8.1, 5.6], "charge": 2, "multiplicity": 6, "total_energy_ha": -3855.3102, "homo_energy_ev": [-13.416, -13.417], "species": ["Fe", "C", "C", "N", "N", "C", "B", "N", "C", "C", "C", "N", "N", "C", "C", "C", "N", "N", "C", "C", "C", "N", "H", "H", "H", "H", "H", "H", "H", "H", "H", "H", "H", "H", "N", "P", "C", "C", "C", "C", "C", "C", "C", "C", "C", "C", "C", "C", "P", "C", "C", "C", "C", "C", "C", "C", "C", "C", "C", "C", "C", "H", "H", "H", "H", "H", "H", "H", "H", "H", "H", "H", "H", "H", "H", "H", "H", "H", "H", "H", "H", "H"], "coordinates": [[-0.1502, -0.6508, 1.2132], [-2.3089, 2.8154, 0.4533], [-1.4455, 1.8814, -0.0518], [-1.4689, 0.7553, 0.6598], [-2.4074, 0.9600, 1.6318], [-2.9016, 2.1775, 1.5332], [-2.5720, -0.1006, 2.7373], [-1.2686, -0.0159, 3.6463], [-1.0984, 0.2614, 4.9285], [0.2835, 0.3400, 5.1958], [0.8743, 0.0437, 3.9991], [-0.0472, -0.1889, 3.0719], [-2.5279, -1.5293, 1.9904], [-3.5256, -2.4066, 1.9807], [-3.1857, -3.4857, 1.2077], [-1.8932, -3.2040, 0.7928], [-1.5079, -2.0394, 1.2622], [-3.8940, 0.1064, 3.4225], [-5.0693, 0.2980, 2.7740], [-6.0795, 0.0799, 3.6943], [-5.4326, -0.1800, 4.8917], [-4.1187, -0.1813, 4.7640], [-2.4729, 3.7945, 0.0097], [-0.7860, 1.9532, -0.9003], [-3.6071, 2.5625, 2.2527], [-1.9292, 0.4377, 5.6015], [0.7911, 0.5644, 6.1178], [1.9274, -0.0521, 3.7498], [-4.4749, -2.1723, 2.4394], [-3.6807, -4.4102, 1.0093], [-1.1977, -3.8148, 0.1883], [-5.1063, 0.4390, 1.7102], [-7.1306, 0.1823, 3.5049], [-5.9107, -0.3185, 5.8630], [1.7067, 0.1940, -1.9059], [0.4014, -0.2607, -2.8503], [-0.0216, -1.9708, -2.7278], [0.9947, -2.9031, -2.4898], [0.6733, -4.2391, -2.4856], [-0.6487, -4.6662, -2.6906], [-1.6509, -3.7127, -2.8417], [-1.3283, -2.3535, -2.8749], [0.5422, 0.4167, -4.4357], [0.0156, -0.2504, -5.5437], [-0.2345, 0.4279, -6.7269], [0.0441, 1.7802, -6.8409], [0.4703, 2.4657, -5.6935], [0.7301, 1.8145, -4.5243], [1.8133, 0.3512, -0.1197], [2.0763, 2.1288, 0.1873], [1.2423, 2.7373, 1.1317], [1.4791, 4.0280, 1.6041], [2.5746, 4.7187, 1.1001], [3.4291, 4.1100, 0.2045], [3.2056, 2.8118, -0.2449], [3.4524, -0.3672, 0.1213], [4.0616, -0.0409, 1.3356], [5.2862, -0.5852, 1.6654], [5.9693, -1.3712, 0.7594], [5.3823, -1.6563, -0.4741], [4.1280, -1.1698, -0.7722], [2.5855, 0.4319, -2.3868], [2.0178, -2.5742, -2.3339], [1.4410, -4.9651, -2.3185], [-0.8156, -5.7518, -2.7135], [-2.6695, -4.0135, -3.0099], [-2.1374, -1.6412, -3.0177], [-0.2153, -1.3062, -5.5151], [-0.6194, -0.1263, -7.5891], [-0.0256, 2.3203, -7.7401], [0.5656, 3.5273, -5.7365], [1.0508, 2.3929, -3.6614], [0.4721, 2.1169, 1.5708], [0.8071, 4.4446, 2.3471], [2.7998, 5.7168, 1.4825], [4.3100, 4.6457, -0.1092], [3.9197, 2.3676, -0.9108], [3.6175, 0.6977, 1.9537], [5.8448, -0.2707, 2.5611], [6.9929, -1.6743, 0.8969], [5.8685, -2.2225, -1.2467], [3.7183, -1.4559, -1.7343]], "forces_ev_per_a": [[1.6, -0.1, -1.6], [-0.4, 0.7, -0.4], [0.5, -0.6, -0.5], [-0.8, 0.4, 0.1], [0.6, -0.6, -0.1], [-0.4, 1.2, 0.1], [0.5, -0.5, 0.1], [-0.7, -0.3, -0.1], [0.6, 0.7, 1.2], [-0.8, 0.0, 0.4], [0.8, -0.2, -0.1], [-0.3, 0.4, 0.1], [-0.5, 0.5, 0.7], [-1.3, 0.1, 0.1], [0.7, -0.6, -0.2], [0.6, -1.3, -0.8], [0.3, 0.6, 0.2], [0.5, -0.2, 0.9], [-0.7, -0.7, 0.7], [-0.1, 0.7, -1.4], [0.2, 0.0, 1.0], [0.3, 0.0, -0.9], [-0.2, -0.3, 0.5], [0.1, 0.1, -0.1], [-0.1, -0.1, -0.1], [0.0, -0.2, -0.3], [-0.2, 0.0, 0.1], [-0.3, 0.1, 0.1], [0.2, -0.1, 0.2], [-0.5, -0.1, 0.0], [-0.6, 0.5, 0.4], [-0.1, 0.2, -0.1], [-0.1, -0.1, 0.1], [0.4, -0.1, -0.3], [0.1, -0.1, 0.3], [0.6, 0.5, 1.3], [1.0, 0.4, 0.2], [0.1, 0.1, 0.0], [-0.5, -0.2, 0.0], [0.5, 0.0, 0.2], [0.3, -0.1, -0.4], [-1.3, -0.8, -0.1], [-0.5, 0.6, -0.4], [-0.3, -0.3, -0.4], [0.1, -0.4, -0.7], [0.3, -0.4, 1.8], [-0.1, -0.1, -0.7], [0.1, -0.1, 0.6], [-0.2, 0.0, -1.4], [-0.1, -0.4, 0.6], [0.2, -0.2, 0.3], [-0.1, -0.5, -0.4], [-0.4, 0.4, 0.8], [0.3, -0.3, -0.3], [-0.1, 0.7, 0.0], [-0.1, 0.5, 0.6], [0.2, -0.6, -0.5], [1.0, 0.6, 0.6], [-0.1, -0.2, -1.3], [0.1, 0.1, 0.4], [-0.3, -0.5, -0.5], [-0.6, 0.0, 0.1], [-0.2, -0.1, 0.0], [0.3, -0.3, 0.0], [-0.3, 0.6, 0.0], [-0.2, -0.1, 0.1], [0.2, 0.0, 0.0], [0.1, -0.1, 0.2], [0.2, 0.2, 0.4], [-0.4, 0.4, -1.1], [0.3, 0.5, 0.0], [0.0, -0.1, 0.0], [-0.2, 0.3, 0.0], [0.2, 0.1, -0.1], [-0.1, -0.3, -0.2], [0.1, 0.0, -0.2], [0.3, -0.3, -0.2], [-0.4, 0.5, 0.7], [-0.7, -0.2, -0.3], [0.1, -0.2, 0.4], [0.4, -0.2, 0.1], [-0.2, 0.2, 0.1]]}